Formula: C3H6N2S
Source: the OMol25 dataset
Level of theory: ωB97M-V/def2-TZVPD

CARTESIAN COORDINATES (ANGSTROEM)
H (2.17247, -0.40541, 1.36675)
H (1.27694, 1.19933, 2.01791)
C (1.18964, 0.24319, 1.48663)
H (-1.93437, -0.31612, -2.03953)
N (-0.33152, -1.18141, -1.16847)
H (-1.41962, 0.46980, -0.42955)
C (-1.59101, -0.53901, -1.03887)
S (1.01450, 2.08596, -0.60223)
H (-2.48301, -0.97057, -0.50765)
N (0.74641, -0.80741, -0.81947)
H (0.40107, -0.39510, 1.66159)
C (0.95850, 0.61676, 0.07289)

Output
DFT total energy (hartree): -625.47870
Charge: 0
SMILES string: C/N=N\C(C)=S
Frontier orbital gap (Ha): 0.291
Max |F| (eV Å⁻¹): 4.607
Energy relative to the best compared isomer or geometry (same formula, charge and spin) (kJ/mol): 376.2
Multiplicity: 1
E_HOMO (eV): -8.01

Formula: C3H6N2S
Source: the OMol25 dataset
Level of theory: ωB97M-V/def2-TZVPD

CARTESIAN COORDINATES (ANGSTROEM)
N (-0.48565, 0.83672, -0.13447)
N (-2.68633, -0.33019, 0.07868)
C (-1.35745, -0.33448, -0.20380)
H (-0.68760, 1.78543, -0.37789)
H (2.22485, -1.54796, 0.13295)
H (-3.07033, 0.55611, 0.15273)
C (0.97860, 0.56689, -0.29490)
H (1.76344, 0.78603, -1.16796)
H (1.52734, 1.16201, 0.45982)
C (1.09693, -0.85770, 0.22154)
H (1.07650, -0.83338, 1.41311)
S (-0.38029, -1.78948, -0.27982)

Output
DFT total energy (hartree): -625.52471
Charge: 0
SMILES string: [H]/N=C1\NCCS1
Frontier orbital gap (Ha): 0.351
Max |F| (eV Å⁻¹): 6.533
Energy relative to the best compared isomer or geometry (same formula, charge and spin) (kJ/mol): 255.4
Multiplicity: 1
E_HOMO (eV): -8.85

Formula: C3H6N2S
Source: the OMol25 dataset
Level of theory: ωB97M-V/def2-TZVPD

CARTESIAN COORDINATES (ANGSTROEM)
N (-2.57941, 0.75223, -1.12907)
H (2.39653, -0.70442, 2.21594)
N (1.45552, -0.56367, 1.77165)
H (0.56020, -0.39663, 2.30897)
H (2.33592, -0.83642, -0.03669)
S (-2.10849, -1.29284, -2.16921)
C (1.35769, -0.58681, 0.52826)
C (-2.87029, 0.29349, -2.34767)
C (-1.39801, -0.04975, -1.15902)
H (-2.63074, 1.65133, -0.57344)
H (0.40608, -0.25315, -0.00799)
H (-3.14727, 0.81626, -3.19727)

Output
DFT total energy (hartree): -624.76125
Charge: +2
Frontier orbital gap (Ha): 0.347
Max |F| (eV Å⁻¹): 3.577
Energy relative to the best compared isomer or geometry (same formula, charge and spin) (kJ/mol): 253.2
Multiplicity: 1
E_HOMO (eV): -19.45